# C3H7ClN2O

A cluster of 2 separate species, C3H7ClN2O in total in a non-equilibrium geometry (wB97M-V/def2-TZVPD, the OMol25 dataset).

Results
Kohn-Sham gap ... 10.7493 eV
SMILES ... [H]/N=C/OC.[H]/N=C\Cl
Lowest unoccupied orbital energy ... 0.889 eV
Molar mass ... 122.55 g/mol
Highest occupied orbital energy ... -9.861 eV

The geometry in ORCA input format:
```
! RIJCOSX wB97M-V def2-TZVPD def2/J DEFGRID3
* xyz 0 1
H 1.13600 -2.42724 0.54452
N 0.62503 -1.88674 -0.24126
C -0.40199 -1.22326 0.16325
O -1.06558 -0.51738 -0.65514
C -2.01209 0.41614 -0.08687
H -0.77210 -1.39987 1.14364
H -2.43301 0.92570 -1.03465
H -1.52561 1.12583 0.51953
H -2.96640 -0.08920 0.15049
H 2.02358 2.38488 0.64990
N 1.37773 1.90930 -0.08148
C 1.73057 0.77340 -0.32331
Cl 3.11819 -0.05368 0.29232
H 1.16570 0.06212 -1.04095
*
```

Atom-resolved charges from Löwdin, all expressed in e:
1. H 0.08
2. N 0.06
3. C -0.43
4. O -0.09
5. C -0.03
6. H 0.12
7. H 0.12
8. H 0.07
9. H 0.10
10. H 0.09
11. N 0.03
12. C -0.79
13. Cl 0.59
14. H 0.07


# C3H7ClN3

The ion C3H7ClN3 with charge +1 in a non-equilibrium geometry (wB97M-V/def2-TZVPD, the OMol25 dataset).

Results
Kohn-Sham gap (alpha / beta) ... 7.7916 / 7.7932 eV
SMILES ... CN1C=N[N@@H+](Cl)C1
Lowest unoccupied orbital energy (alpha / beta) ... -6.226 / -6.226 eV
Molar mass ... 120.56 g/mol
Highest occupied orbital energy (alpha / beta) ... -14.018 / -14.019 eV

The geometry in ORCA input format:
```
! RIJCOSX wB97M-V def2-TZVPD def2/J DEFGRID3
* xyz 1 1
C -0.42766 1.26763 -1.38664
N -0.14361 0.23160 -0.55994
C 0.57445 -0.92022 -0.82868
N 0.72818 -1.70620 0.16446
N 0.26909 -1.04372 1.32707
Cl 1.84059 -0.45732 2.33597
C -0.52334 0.09518 0.84218
H -0.15609 0.96596 -2.40419
H -1.49958 1.69466 -1.19565
H 0.32926 2.09827 -1.12582
H 1.00299 -1.18544 -1.87985
H -0.15868 -1.71929 2.23776
H -0.19699 0.82624 1.62193
H -1.63860 -0.14734 0.85141
*
```

Atom-resolved charges from Löwdin, all expressed in e:
1. C -0.07
2. N -0.16
3. C -0.09
4. N 0.03
5. N -0.34
6. Cl 0.59
7. C -0.14
8. H 0.11
9. H 0.15
10. H 0.13
11. H 0.20
12. H 0.28
13. H 0.13
14. H 0.18


# C3H7ClN3O

A cluster of 2 separate species, C3H7ClN3O in total in a non-equilibrium geometry (wB97M-V/def2-TZVPD, the OMol25 dataset).

Results
Kohn-Sham gap ... 7.8443 eV
Lowest unoccupied orbital energy ... -4.522 eV
Molar mass ... 136.56 g/mol
Highest occupied orbital energy ... -12.366 eV

The geometry in ORCA input format:
```
! RIJCOSX wB97M-V def2-TZVPD def2/J DEFGRID3
* xyz 1 1
C 1.05203 -2.18312 -1.33258
C 1.71202 0.27086 1.11502
C 1.02482 -1.95851 0.01996
N 1.27759 -0.72287 0.68383
N 2.03452 1.31106 1.81749
N -3.68564 2.35506 -0.54599
O 1.10430 -1.22467 -2.19227
Cl 1.09028 -3.30133 1.12296
H 0.80205 -3.21096 -1.58459
H -4.68753 2.19421 -0.61964
H 3.01563 1.58727 2.15296
H 1.34326 1.66716 2.40702
H -3.63326 3.07527 0.14722
H -3.23919 1.56146 -0.19770
H 0.78910 -1.42089 -2.99369
*
```

Atom-resolved charges from Löwdin, all expressed in e:
1. C -0.16
2. C -0.04
3. C -0.62
4. N 0.21
5. N 0.21
6. N 0.02
7. O 0.17
8. Cl 0.71
9. H 0.14
10. H 0.02
11. H 0.20
12. H 0.12
13. H 0.00
14. H -0.03
15. H 0.07


# C3H7ClN4

The molecule C3H7ClN4 in a non-equilibrium geometry (wB97M-V/def2-TZVPD, the OMol25 dataset).

Results
Kohn-Sham gap ... 9.0165 eV
SMILES ... [H]/N=C(/N)C(Cl)=C(N)N
Lowest unoccupied orbital energy ... 0.577 eV
Molar mass ... 134.57 g/mol
Highest occupied orbital energy ... -8.440 eV

The geometry in ORCA input format:
```
! RIJCOSX wB97M-V def2-TZVPD def2/J DEFGRID3
* xyz 0 1
H -0.65085 -1.33965 -1.68292
N -1.34561 -1.47554 -0.85694
C -1.37223 -0.31983 -0.17243
N -2.42482 0.13686 0.54526
C -0.16252 0.56987 -0.12773
Cl -0.65232 2.27771 -0.33425
C 1.07085 0.11030 -0.08320
N 2.15016 1.00711 -0.01420
N 1.49532 -1.18872 0.09769
H -2.15888 0.97520 1.10530
H -3.34613 -0.38565 0.75948
H 3.01828 0.72906 -0.28992
H 1.91523 1.99569 -0.14430
H 0.65430 -1.79837 -0.12112
H 1.80923 -1.29405 1.31927
*
```

Atom-resolved charges from Löwdin, all expressed in e:
1. H 0.08
2. N 0.04
3. C -0.55
4. N 0.08
5. C -0.55
6. Cl 0.64
7. C -0.53
8. N 0.11
9. N 0.05
10. H 0.07
11. H 0.16
12. H 0.05
13. H 0.07
14. H 0.06
15. H 0.23


# C3H7ClN4O

The molecule C3H7ClN4O in a non-equilibrium geometry (wB97M-V/def2-TZVPD, the OMol25 dataset).

Results
Kohn-Sham gap ... 7.1763 eV
Lowest unoccupied orbital energy ... -0.853 eV
Molar mass ... 150.57 g/mol
Highest occupied orbital energy ... -8.029 eV

The geometry in ORCA input format:
```
! RIJCOSX wB97M-V def2-TZVPD def2/J DEFGRID3
* xyz 0 1
C -0.29318 1.11094 -0.29581
C 0.25705 -0.11750 -0.06269
C 2.44639 0.77278 0.17042
N -1.68606 1.10361 -0.52767
N -2.35352 -1.12442 -0.45755
N -2.42716 0.13627 -0.41896
N -3.24874 -1.88178 0.15921
O 1.56431 -0.36613 0.03196
Cl -4.32233 0.78089 0.28838
H 0.15241 2.02759 -0.46674
H -0.40406 -0.95843 -0.40819
H 3.56428 0.45922 0.15074
H 2.44659 1.26615 1.22996
H 2.29694 1.60774 -0.45192
H -3.95481 -1.37639 0.48545
H -3.59356 -2.71039 -0.39156
*
```

Atom-resolved charges from Löwdin, all expressed in e:
1. C -0.08
2. C -0.14
3. C -0.08
4. N 0.02
5. N -0.06
6. N -0.34
7. N 0.05
8. O -0.10
9. Cl 0.20
10. H 0.08
11. H 0.12
12. H 0.12
13. H 0.12
14. H 0.05
15. H -0.09
16. H 0.14


# C3H7ClN5

A cluster of 2 separate species, C3H7ClN5 in total in a non-equilibrium geometry (wB97M-V/def2-TZVPD, the OMol25 dataset).

Results
Kohn-Sham gap (alpha / beta) ... 7.3550 / 7.9472 eV
Lowest unoccupied orbital energy (alpha / beta) ... -4.941 / -4.771 eV
Molar mass ... 148.58 g/mol
Highest occupied orbital energy (alpha / beta) ... -12.296 / -12.718 eV

The geometry in ORCA input format:
```
! RIJCOSX wB97M-V def2-TZVPD def2/J DEFGRID3
* xyz 1 1
C 0.66014 1.73390 0.77781
C 1.19881 2.11692 -1.36895
C 0.29329 -0.01721 -0.72821
N 1.14279 2.57491 -0.16132
N 0.42506 0.37688 0.61712
N 0.75389 0.86016 -1.66722
N -0.31275 -1.16456 -0.90407
N 0.29461 -0.51262 1.56594
Cl -2.83288 -1.08991 1.19706
H 0.89854 2.00359 1.81743
H 1.55939 2.65019 -2.11822
H 0.69232 0.77260 -2.69415
H -0.65333 -1.53754 -0.02762
H -0.41256 -1.80104 -1.78335
H 0.65170 -0.12954 2.44054
H -3.52842 -1.17249 0.06249
*
```

Atom-resolved charges from Löwdin, all expressed in e:
1. C -0.03
2. C -0.11
3. C -0.25
4. N 0.13
5. N -0.14
6. N 0.19
7. N 0.21
8. N 0.09
9. Cl 0.30
10. H 0.15
11. H 0.10
12. H 0.20
13. H 0.03
14. H 0.21
15. H 0.08
16. H -0.17


# C3H7ClNO

The ion C3H7ClNO with charge +1 (wB97M-V/def2-TZVPD, the OMol25 dataset).

Results
Kohn-Sham gap ... 11.1330 eV
SMILES ... Cl[N@H+]1CCOC1
Lowest unoccupied orbital energy ... -4.724 eV
Molar mass ... 108.55 g/mol
Highest occupied orbital energy ... -15.857 eV

The geometry in ORCA input format:
```
! RIJCOSX wB97M-V def2-TZVPD def2/J DEFGRID3
* xyz 1 1
Cl -1.32159 1.99797 0.20368
N -0.33288 0.81562 -0.58984
C 0.93330 0.51547 0.18355
C 0.55690 -0.77671 0.94980
O -0.84026 -0.95080 0.70231
C -1.02651 -0.55681 -0.58601
H -0.15586 1.17271 -1.53056
H 1.16172 1.37168 0.80970
H 1.73048 0.36011 -0.53990
H 0.70508 -0.70390 2.02165
H 1.11127 -1.62793 0.55037
H -2.07130 -0.46978 -0.86471
H -0.45034 -1.14764 -1.31004
*
```

Atom-resolved charges from Löwdin, all expressed in e:
1. Cl 0.85
2. N -0.41
3. C -0.09
4. C -0.11
5. O -0.07
6. C -0.19
7. H 0.16
8. H 0.12
9. H 0.14
10. H 0.14
11. H 0.14
12. H 0.15
13. H 0.16


# C3H7ClO3

The molecule C3H7ClO3 in a non-equilibrium geometry (wB97M-V/def2-TZVPD, the OMol25 dataset).

Results
Kohn-Sham gap ... 10.9338 eV
SMILES ... OCC(O)(Cl)CO
Lowest unoccupied orbital energy ... 0.598 eV
Molar mass ... 126.54 g/mol
Highest occupied orbital energy ... -10.336 eV

The geometry in ORCA input format:
```
! RIJCOSX wB97M-V def2-TZVPD def2/J DEFGRID3
* xyz 0 1
O 0.82598 0.80484 -1.95292
C 0.01102 0.93501 -0.82481
C -0.04582 -0.38571 -0.20472
O -0.78754 -1.32591 -0.94450
Cl 1.74078 -0.87701 -0.04169
C -0.56305 -0.26101 1.32077
O 0.42400 0.03600 2.26875
H 0.76456 1.66548 -2.42405
H -0.93173 1.03426 -1.35714
H 0.26544 1.73956 -0.10120
H -0.75121 -2.27731 -0.51131
H -0.82826 -1.22945 1.61975
H -1.38918 0.43070 1.25139
H 1.26502 -0.28943 1.90168
*
```

Atom-resolved charges from Löwdin, all expressed in e:
1. O -0.11
2. C -0.30
3. C -0.75
4. O -0.04
5. Cl 0.71
6. C -0.22
7. O -0.10
8. H 0.12
9. H 0.14
10. H 0.15
11. H 0.17
12. H 0.10
13. H 0.13
14. H 0.00


# C3H7ClOSi

The molecule C3H7ClOSi in a non-equilibrium geometry (wB97M-V/def2-TZVPD, the OMol25 dataset).

Results
Kohn-Sham gap ... 11.4676 eV
SMILES ... C[C@H]([SiH3])C(=O)Cl
Lowest unoccupied orbital energy ... 0.748 eV
Molar mass ... 122.63 g/mol
Highest occupied orbital energy ... -10.719 eV

The geometry in ORCA input format:
```
! RIJCOSX wB97M-V def2-TZVPD def2/J DEFGRID3
* xyz 0 1
C 0.17487 1.38875 -0.01801
C -0.68701 0.24342 0.45798
Si -0.14740 -1.40772 -0.42989
C -2.20709 0.57155 -0.02245
O -2.53057 1.38142 -0.82361
Cl -3.37155 -0.44507 0.78712
H -0.31028 2.28574 0.55552
H -0.02695 1.71286 -1.05802
H 1.26155 1.18638 0.04837
H -0.61180 0.22981 1.49882
H 1.19181 -1.20045 -0.90088
H -0.59044 -1.75594 -1.74834
H -0.19423 -2.74379 0.19780
*
```

Atom-resolved charges from Löwdin, all expressed in e:
1. C -0.17
2. C -0.47
3. Si 0.68
4. C -0.86
5. O 0.05
6. Cl 0.68
7. H 0.12
8. H 0.08
9. H 0.08
10. H 0.07
11. H -0.09
12. H -0.09
13. H -0.08


# C3H7ErO3

A structure of composition C3H7ErO3 in a non-equilibrium geometry (wB97M-V/def2-TZVPD, the OMol25 dataset).

Results
Kohn-Sham gap (alpha / beta) ... 6.0401 / 6.2038 eV
<S²> ... 3.756
Lowest unoccupied orbital energy (alpha / beta) ... -10.293 / -10.195 eV
Molar mass ... 258.35 g/mol
Highest occupied orbital energy (alpha / beta) ... -16.333 / -16.399 eV

The geometry in ORCA input format:
```
! RIJCOSX wB97M-V def2-TZVPD def2/J DEFGRID3
* xyz 2 4
O 1.45534 -0.84396 -0.12237
C 1.44068 0.36479 -0.82146
C 0.06191 0.99449 -0.75993
O -0.50373 1.37493 -1.99798
C -0.93296 0.14477 -2.13998
Er 0.10827 -0.96834 1.56414
H 1.72483 0.19962 -1.88284
H 2.16739 1.09340 -0.41146
H 0.05854 1.97000 -0.25336
H -1.51873 -0.54033 3.99426
H -1.92086 0.09431 -2.60550
H -0.36689 -0.76628 -2.35336
O -0.91981 -1.18238 3.59507
H -0.85397 -1.93501 4.19477
*
```

Atom-resolved charges from Löwdin, all expressed in e:
1. O -0.41
2. C -0.35
3. C -0.21
4. O -0.01
5. C 0.13
6. Er 2.03
7. H 0.15
8. H 0.14
9. H 0.14
10. H 0.12
11. H 0.14
12. H 0.13
13. O -0.10
14. H 0.12


no.,energy (eV)
1,-20772.4293
2,-20206.1997
3,-22255.3725
4,-21705.7705
5,-23748.1611
6,-23188.2042
7,-19275.7789
8,-21887.9729
9,-25670.8557
10,-36965.7445